Molecular formula: C5H11NO2
Method: DFT, ωB97M-V with the def2-TZVPD basis set

Output
Kohn-Sham gap (alpha / beta) (Ha): 0.4724 / 0.2777
Calculated total energy (eV): -10940.255
<S²>: 0.760
M (g mol⁻¹): 117.1
Energy above the lowest of the compared OMol25 structures with the same formula, charge and spin (kcal per mole): 5.1

The geometry in ORCA input format:
```
! wB97M-V def2-TZVPD RIJCOSX def2/J DEFGRID3
* xyz 1 2
C 0.8205 1.6795 1.1830
C 0.5848 0.4576 0.3057
C 0.0778 0.8149 -1.1532
C -0.1464 -0.3478 -2.0928
N -0.4096 -0.3143 0.9621
C -0.5133 -1.7007 0.8856
O -1.4251 -2.1507 1.7250
O 0.1235 -2.3494 0.0995
H 1.1227 1.3499 2.1743
H -0.0512 2.3295 1.3558
H 1.5756 2.3396 0.7984
H 1.4721 -0.1720 0.2430
H 0.8068 1.5334 -1.5290
H -0.8703 1.3203 -0.9851
H -0.3814 0.0510 -3.0870
H -1.0057 -0.9354 -1.8158
H 0.7199 -0.9739 -2.2442
H -1.1449 0.1943 1.4535
H -1.3557 -3.1257 1.7211
*
```

Löwdin atomic charge list, values in e, 5 entries: -0.014 -0.299 -0.127 -0.075 0.263